1.
Formula: HN3O3
Source: the OMol25 dataset
Level of theory: ωB97M-V with the def2-TZVPD basis set

Each line ends with the Löwdin charge.
Positions of all 7 atoms, in Å:
N1 -0.65 0.25 -0.28  -0.1333
N2 0.21 0.85 0.31  0.0856
N3 -1.02 -0.19 -1.44  -0.5377
O1 2.32 0.36 2.85  -0.8183
O2 -2.01 0.48 -1.89  -0.2080
O3 -0.80 -1.43 -1.71  -0.1878
H1 1.95 -0.32 2.17  -0.2005

- Kohn-Sham gap (alpha / beta) (eV) = 6.2 / 6.2
- E_HOMO (alpha / beta) (eV) = 0.968 / 0.976
- total charge = -2
- ΔE to the lowest compared entry with this formula, charge and spin (kcal/mol) = 16.6

=====

2.
Formula: HN3O3
Source: the OMol25 dataset
Level of theory: ωB97M-V with the def2-TZVPD basis set

Each line ends with the Löwdin charge.
Positions of all 7 atoms, in Å:
N1 1.42 -1.20 0.13  0.0493
N2 -0.81 -0.62 0.47  -0.2503
N3 2.24 -0.29 0.00  -0.7366
O1 -1.63 -1.25 -0.33  -0.4728
O2 1.97 0.96 -0.07  -0.2492
O3 3.49 -0.63 -0.07  -0.3005
H1 -0.48 0.25 -0.01  -0.0399

- Kohn-Sham gap (alpha / beta) (eV) = 5.4 / 6.5
- E_HOMO (alpha / beta) (eV) = 2.564 / 1.446
- total charge = -2
- ΔE to the lowest compared entry with this formula, charge and spin (kcal/mol) = 33.3

=====

3.
Formula: HN3O4S
Source: the OMol25 dataset
Level of theory: ωB97M-V with the def2-TZVPD basis set

Each line ends with the Löwdin charge.
Positions of all 9 atoms, in Å:
N1 -0.50 2.27 -0.60  0.1910
N2 -0.50 1.10 -0.81  -0.3470
N3 0.52 -1.68 1.06  -0.6256
O1 0.20 -2.80 0.91  0.0158
O2 0.66 -1.05 2.04  0.0779
O3 -1.13 0.15 -0.97  0.0236
O4 1.19 0.41 -0.44  -0.4981
S1 1.00 -1.04 -0.65  1.0470
H1 -1.46 2.64 -0.55  0.1154

- Kohn-Sham gap (alpha / beta) (eV) = 8.5 / 8.5
- E_HOMO (alpha / beta) (eV) = -9.611 / -9.612
- ΔE to the lowest compared entry with this formula, charge and spin (kcal/mol) = 118.7

=====

4.
Formula: HN6O2
Source: the OMol25 dataset
Level of theory: ωB97M-V with the def2-TZVPD basis set

Each line ends with the Löwdin charge.
Positions of all 9 atoms, in Å:
N1 -1.91 2.07 -0.15  0.1403
N2 -0.87 1.59 -0.08  -0.2518
N3 0.33 1.48 -0.10  0.0015
N4 0.93 0.31 0.32  -0.0385
N5 -0.82 -1.04 0.10  -0.1435
N6 0.46 -0.98 0.08  -0.3951
O1 -1.41 -2.18 -0.11  -0.2547
O2 1.41 -1.76 -0.24  -0.1599
H1 1.90 0.51 0.16  0.1016

- Kohn-Sham gap (alpha / beta) (eV) = 7.1 / 7.1
- E_HOMO (alpha / beta) (eV) = -2.966 / -2.967
- total charge = -1
- ΔE to the lowest compared entry with this formula, charge and spin (kcal/mol) = 0.0